1.
Below is the molecule C3H3N3 in a non-equilibrium geometry, with properties calculated with ωB97M-V/def2-TZVPD.

Calculated values
Total charge: 0
Frontier orbital gap (spin up / spin down) (Eh): 0.3085 / 0.3085

Structure (XYZ):
```
9
C3H3N3 ωB97M-V/def2-TZVPD
C 0.12 -0.17 -0.84
C -0.19 -0.73 0.48
N 0.43 0.27 -1.87
N 1.02 -0.97 0.99
C -1.21 0.74 0.93
N -1.66 1.68 1.43
H 0.76 0.87 -2.60
H 1.67 -0.19 1.00
H -0.95 -1.51 0.47
```

2.
Below is the molecule C3H3N3 in a non-equilibrium geometry, with properties calculated with ωB97M-V/def2-TZVPD.

Calculated values
Total charge: 0
Frontier orbital gap (spin up / spin down) (Eh): 0.2552 / 0.2599

Structure (XYZ):
```
9
C3H3N3 ωB97M-V/def2-TZVPD
C 1.65 -0.73 0.11
C -0.41 -1.63 0.01
C -0.86 -0.26 -0.08
N 1.43 0.44 -0.16
N 0.11 0.81 -0.05
N -2.04 0.11 0.07
H 2.50 -1.37 0.31
H -0.03 1.64 -0.59
H -2.35 1.00 0.37
```

3.
Below is the molecule C3H3N3 in a non-equilibrium geometry, with properties calculated with ωB97M-V/def2-TZVPD.

Calculated values
Total charge: 0
Frontier orbital gap (Eh): 0.3380

Structure (XYZ):
```
9
C3H3N3 ωB97M-V/def2-TZVPD
H -0.37 2.63 0.38
N -0.35 1.63 1.01
C -0.28 0.64 0.19
C -0.50 -0.77 0.74
N 0.24 -1.71 0.01
C 0.64 -0.74 -1.09
N 0.09 0.40 -1.16
H -0.92 -0.87 1.77
H 1.44 -1.21 -1.85
```

4.
Below is C3H3N3 as an isolated structure in a non-equilibrium geometry, with properties calculated with ωB97M-V/def2-TZVPD.

Calculated values
Total charge: 0
Frontier orbital gap (Eh): 0.3390

Structure (XYZ):
```
9
C3H3N3 ωB97M-V/def2-TZVPD
N -0.61 -1.04 -0.20
C -0.01 0.35 0.52
C 1.10 -0.32 -0.06
N 2.13 -0.71 -0.42
C -0.39 1.67 -0.02
N -0.73 2.68 -0.48
H -0.59 -1.97 0.22
H -0.85 -1.05 -1.19
H -0.05 0.39 1.63
```

In the order shown, the computed relative energy (zero: lowest compared OMol25 entry of this formula, charge and spin) values come out to 114.5, 180.4, 67.8, 79.2 kcal per mole.